No. 1
# C30H83N8O11

9 unconnected molecules or ions with the total composition C30H83N8O11 at a distorted geometry (wB97M-V/def2-TZVPD, the OMol25 dataset).

The geometry in ORCA input format:
```
! RIJCOSX wB97M-V def2-TZVPD def2/J DEFGRID3
* xyz -1 1
N -0.085 -0.128 -0.178
O -0.870 -0.660 -0.912
O 0.815 -0.811 0.328
O -0.280 1.053 0.179
C 3.473 4.283 0.618
C 2.776 3.014 0.123
C 3.747 1.929 -0.419
O 4.326 2.284 -1.719
C 4.889 1.177 -2.403
N 2.107 2.278 1.242
H 2.839 4.944 1.209
H 3.856 4.784 -0.271
H 4.215 3.860 1.296
H 2.029 3.305 -0.615
H 3.123 1.036 -0.465
H 4.533 1.738 0.312
H 4.032 0.507 -2.484
H 5.563 0.567 -1.801
H 5.213 1.352 -3.428
H 1.371 2.895 1.555
H 1.630 1.537 0.748
C -4.402 2.717 0.622
C -4.298 1.863 -0.640
C -5.279 2.242 -1.699
O -5.204 1.381 -2.833
C -6.285 1.716 -3.691
N -2.879 1.990 -1.029
H -4.303 3.780 0.401
H -3.541 2.605 1.281
H -5.323 2.592 1.192
H -4.545 0.864 -0.281
H -5.090 3.275 -1.991
H -6.229 2.056 -1.198
H -6.452 0.976 -4.473
H -6.005 2.641 -4.196
H -7.248 1.852 -3.199
H -2.338 1.802 -0.197
H -2.685 2.974 -1.153
C -2.791 -4.439 -0.968
C -3.297 -3.238 -1.717
C -3.875 -2.073 -0.868
O -4.495 -1.105 -1.636
C -5.925 -1.232 -1.653
N -2.224 -2.753 -2.591
H -3.637 -4.984 -0.551
H -2.251 -4.086 -0.089
H -2.219 -5.131 -1.588
H -4.176 -3.453 -2.324
H -3.116 -1.544 -0.292
H -4.507 -2.488 -0.084
H -6.392 -0.456 -2.259
H -6.342 -1.184 -0.647
H -6.264 -2.146 -2.141
H -1.460 -2.948 -1.961
H -2.135 -3.536 -3.224
C 7.753 -1.852 2.095
C 6.716 -0.773 1.817
C 5.334 -1.255 1.333
O 5.377 -1.875 0.014
C 4.106 -2.197 -0.468
N 6.463 -0.117 3.093
H 7.893 -2.508 1.236
H 7.533 -2.478 2.959
H 8.730 -1.408 2.290
H 7.118 -0.084 1.074
H 4.549 -0.500 1.384
H 5.016 -2.054 2.003
H 3.711 -3.035 0.107
H 4.081 -2.478 -1.521
H 3.375 -1.390 -0.450
H 5.872 -0.779 3.575
H 5.755 0.568 2.868
C 1.338 3.398 -4.034
C 0.580 2.138 -3.955
C 1.387 0.833 -3.715
O 0.441 -0.231 -3.640
C 1.175 -1.422 -3.285
N -0.469 2.354 -2.950
H 2.034 3.193 -4.848
H 1.947 3.628 -3.160
H 0.705 4.257 -4.252
H 0.283 1.955 -4.987
H 1.878 0.947 -2.748
H 2.041 0.567 -4.545
H 0.423 -2.185 -3.087
H 1.644 -1.302 -2.308
H 1.871 -1.708 -4.074
H -0.772 3.312 -3.049
H 0.042 2.443 -2.083
C -1.759 -4.284 6.411
C -1.985 -4.789 4.949
C -1.106 -4.151 3.875
O -1.588 -2.911 3.642
C -0.860 -2.299 2.578
N -1.613 -6.142 4.933
H -2.544 -4.710 7.036
H -1.617 -3.216 6.578
H -0.878 -4.670 6.923
H -3.013 -4.730 4.593
H -1.012 -4.738 2.961
H -0.122 -4.004 4.320
H -1.003 -1.249 2.835
H -1.398 -2.438 1.641
H 0.226 -2.376 2.520
H -0.708 -6.426 5.280
H -2.155 -6.658 5.612
C -0.207 6.398 -0.132
C -0.641 4.889 -0.189
C -1.018 4.316 1.233
O 0.125 4.498 2.120
C -0.053 3.966 3.431
N -1.715 4.761 -1.195
H 0.081 6.767 -1.116
H 0.568 6.555 0.619
H -1.103 6.901 0.231
H 0.211 4.339 -0.587
H -1.128 3.240 1.101
H -1.939 4.699 1.672
H -0.995 4.309 3.860
H 0.847 4.298 3.948
H -0.146 2.880 3.399
H -2.580 5.265 -1.061
H -1.428 5.252 -2.030
C 0.401 -5.759 0.207
C 1.076 -4.419 -0.117
O 0.174 -3.425 -0.552
H -0.455 -5.553 0.849
H 1.177 -6.386 0.645
H 0.017 -6.244 -0.690
H 1.863 -4.536 -0.862
H 1.509 -4.073 0.821
H 0.477 -2.577 -0.219
*
```

Values from the calculation:
- HOMO level: -0.189 Eh
- Kohn-Sham gap: 7.7 eV

No. 2
# C30H85FeN5O14S

A molecular structure, C30H85FeN5O14S at a distorted geometry (wB97M-V/def2-TZVPD, the OMol25 dataset).

The geometry in ORCA input format:
```
! RIJCOSX wB97M-V def2-TZVPD def2/J DEFGRID3
* xyz 1 6
Fe -0.302 -2.032 1.256
S 0.647 -0.239 -0.450
O -0.077 0.353 -1.538
O 2.045 0.185 -0.364
O -0.052 -0.244 0.827
O 0.519 -1.691 -0.413
C -0.472 0.193 4.310
C -0.440 -1.345 4.234
C -0.951 -2.071 5.521
O -0.699 -3.442 5.484
C -1.096 -4.199 6.656
N -1.159 -1.873 3.109
H -1.428 0.537 4.705
H -0.171 0.620 3.352
H 0.219 0.401 5.127
H 0.642 -1.480 4.216
H -2.025 -1.937 5.643
H -0.462 -1.605 6.376
H -2.170 -4.297 6.809
H -0.743 -3.657 7.534
H -0.681 -5.202 6.555
H -1.271 -2.801 3.492
H -2.091 -1.500 3.218
C 1.617 -5.784 1.447
C 1.226 -4.386 2.127
C 2.250 -3.267 1.874
O 1.573 -1.985 2.099
C 2.544 -0.993 2.450
N -0.137 -4.046 1.659
H 1.668 -5.706 0.361
H 1.024 -6.643 1.761
H 2.627 -6.055 1.755
H 1.063 -4.398 3.205
H 2.483 -3.211 0.810
H 3.196 -3.474 2.375
H 3.225 -0.686 1.656
H 3.179 -1.262 3.294
H 1.980 -0.154 2.857
H -0.196 -4.662 0.860
H -0.814 -4.567 2.199
C -2.751 1.958 0.785
C -3.235 1.110 1.995
C -3.872 1.958 3.141
O -2.886 2.821 3.778
C -3.321 3.711 4.778
N -4.089 -0.012 1.618
H -2.030 1.379 0.208
H -2.108 2.688 1.275
H -3.408 2.527 0.127
H -2.305 0.719 2.408
H -4.380 1.325 3.869
H -4.610 2.643 2.724
H -4.041 3.343 5.509
H -3.700 4.698 4.513
H -2.527 3.949 5.485
H -5.012 0.321 1.380
H -4.291 -0.497 2.481
C -4.280 -2.980 -0.262
C -2.778 -3.259 0.094
C -2.043 -3.931 -1.102
O -0.643 -3.973 -0.877
C 0.158 -4.262 -2.045
N -2.176 -1.954 0.328
H -4.835 -3.916 -0.191
H -4.407 -2.532 -1.247
H -4.724 -2.305 0.470
H -2.727 -3.894 0.979
H -2.234 -3.323 -1.987
H -2.519 -4.887 -1.320
H -0.059 -5.226 -2.507
H 1.205 -4.346 -1.755
H 0.056 -3.531 -2.847
H -2.263 -1.606 -0.617
H -2.974 -1.451 0.689
C -1.021 4.246 -1.896
C -1.147 5.034 -3.223
C 0.134 5.414 -3.993
O 0.765 6.443 -3.247
C 1.993 6.786 -3.812
N -2.059 4.260 -4.058
H -0.362 4.701 -1.157
H -0.679 3.234 -2.112
H -1.987 4.301 -1.394
H -1.649 5.956 -2.932
H -0.094 5.912 -4.936
H 0.797 4.608 -4.306
H 2.788 6.040 -3.843
H 2.382 7.651 -3.275
H 1.910 7.046 -4.867
H -1.652 3.343 -4.176
H -2.168 4.712 -4.955
C -3.982 0.807 -2.239
C -3.136 -0.218 -2.954
O -2.215 -0.874 -2.146
H -4.286 0.477 -1.245
H -4.886 1.066 -2.790
H -3.375 1.706 -2.128
H -2.662 0.209 -3.837
H -3.778 -1.015 -3.327
H -1.362 -0.434 -2.156
C 1.530 0.220 -4.793
C 0.000 0.355 -4.856
O -0.357 1.379 -3.998
H 1.905 0.060 -3.782
H 1.955 1.159 -5.147
H 2.009 -0.528 -5.425
H -0.344 -0.589 -4.434
H -0.376 0.518 -5.867
H -0.201 1.045 -3.111
C 4.702 -3.128 -2.657
C 3.884 -1.807 -2.377
O 3.827 -1.546 -1.000
H 5.779 -3.004 -2.552
H 4.581 -3.360 -3.716
H 4.341 -3.942 -2.029
H 2.846 -1.818 -2.709
H 4.308 -0.946 -2.894
H 3.196 -0.827 -0.913
C 5.396 2.845 1.509
C 4.617 1.685 0.930
O 3.268 1.882 1.259
H 4.989 3.797 1.168
H 6.440 2.807 1.198
H 5.366 2.808 2.598
H 4.885 0.711 1.337
H 4.740 1.623 -0.151
H 2.737 1.267 0.747
C 2.947 3.861 -1.578
C 2.570 2.680 -2.481
O 3.472 1.610 -2.298
H 3.871 4.403 -1.777
H 3.038 3.504 -0.552
H 2.183 4.638 -1.610
H 2.522 3.044 -3.507
H 1.532 2.418 -2.274
H 3.094 1.103 -1.576
*
```

Values from the calculation:
- HOMO level (spin up / spin down): -0.380 / -0.380 Eh
- Kohn-Sham gap (spin up / spin down): 7.7 / 6.0 eV

No. 3
# C30H85N11O9

9 unconnected molecules or ions with the total composition C30H85N11O9 at a distorted geometry (wB97M-V/def2-TZVPD, the OMol25 dataset).

The geometry in ORCA input format:
```
! RIJCOSX wB97M-V def2-TZVPD def2/J DEFGRID3
* xyz 0 1
C -0.500 -2.433 -4.090
O 0.011 -1.449 -3.221
C 0.736 -0.404 -3.825
C -0.037 0.796 -4.329
C -1.150 0.492 -5.356
N 0.898 1.840 -4.779
H 0.250 -3.230 -4.145
H -0.716 -2.082 -5.102
H -1.422 -2.960 -3.832
H 1.565 -0.042 -3.209
H 1.384 -0.834 -4.607
H -0.585 1.324 -3.540
H -0.759 -0.093 -6.190
H -1.735 1.383 -5.592
H -1.984 -0.105 -4.960
H 1.269 1.554 -5.688
H 0.307 2.624 -5.046
C -3.694 -0.720 -1.648
O -4.774 -0.634 -2.551
C -4.715 -1.674 -3.511
C -5.778 -1.522 -4.600
C -7.163 -1.822 -4.018
N -5.586 -2.449 -5.689
H -3.800 -1.683 -1.139
H -3.681 0.135 -0.977
H -2.738 -0.738 -2.185
H -3.749 -1.518 -4.009
H -4.861 -2.671 -3.082
H -5.766 -0.472 -4.907
H -8.024 -1.874 -4.675
H -7.326 -1.172 -3.154
H -7.049 -2.802 -3.531
H -5.773 -3.420 -5.494
H -4.700 -2.371 -6.171
C -0.882 6.464 1.401
O -2.120 6.191 0.795
C -2.010 5.587 -0.500
C -1.603 4.095 -0.378
C -1.986 3.368 -1.653
N -2.271 3.476 0.780
H -0.116 5.704 1.198
H -0.882 6.578 2.484
H -0.469 7.386 0.971
H -3.038 5.640 -0.856
H -1.260 6.113 -1.096
H -0.533 4.162 -0.133
H -3.040 3.540 -1.862
H -1.819 2.299 -1.528
H -1.347 3.841 -2.407
H -1.838 2.581 1.008
H -2.018 4.044 1.584
C 2.520 -2.477 2.384
O 2.626 -3.077 3.678
C 3.904 -2.888 4.266
C 4.913 -3.866 3.668
C 4.496 -5.336 3.868
N 6.252 -3.579 4.250
H 1.490 -2.465 2.037
H 3.014 -3.215 1.738
H 2.977 -1.490 2.323
H 4.186 -1.832 4.237
H 3.801 -3.143 5.326
H 5.009 -3.709 2.593
H 3.940 -5.706 3.007
H 3.785 -5.405 4.698
H 5.355 -5.948 4.130
H 6.833 -4.390 4.065
H 6.150 -3.589 5.264
C -1.045 -3.904 0.379
O -1.871 -4.987 -0.028
C -2.830 -4.575 -0.988
C -3.130 -5.813 -1.849
C -1.938 -6.162 -2.743
N -4.324 -5.555 -2.672
H -0.298 -4.078 1.151
H -1.691 -3.098 0.746
H -0.515 -3.516 -0.499
H -3.704 -4.264 -0.403
H -2.481 -3.778 -1.652
H -3.281 -6.713 -1.244
H -1.553 -5.427 -3.456
H -2.226 -7.016 -3.361
H -1.073 -6.400 -2.121
H -4.701 -6.486 -2.859
H -5.051 -5.222 -2.033
C 2.630 3.003 1.730
O 4.006 3.311 1.631
C 4.729 3.001 2.788
C 6.094 3.684 2.729
C 6.917 3.253 1.535
N 6.945 3.356 3.914
H 2.477 1.922 1.639
H 2.065 3.442 0.904
H 2.204 3.416 2.648
H 4.229 3.324 3.714
H 4.870 1.927 2.990
H 5.993 4.769 2.679
H 7.875 3.775 1.573
H 6.426 3.572 0.614
H 7.157 2.187 1.555
H 7.275 2.405 3.754
H 6.361 3.229 4.741
C -3.855 4.982 4.085
O -2.862 4.058 3.711
C -2.895 2.809 4.365
C -1.702 1.955 3.974
C -0.435 2.783 4.091
N -1.797 1.295 2.658
H -3.508 5.913 3.636
H -3.913 5.115 5.174
H -4.834 4.655 3.717
H -2.807 2.956 5.452
H -3.871 2.327 4.215
H -1.724 1.214 4.787
H 0.484 2.206 3.956
H -0.369 3.255 5.072
H -0.392 3.556 3.323
H -0.941 0.747 2.573
H -2.582 0.654 2.706
N -0.763 -0.224 -0.610
C 0.401 -0.524 0.039
N 1.312 -1.190 -0.693
O 0.652 -0.079 1.170
H -0.822 -0.510 -1.573
H -1.405 0.414 -0.179
H 2.181 -1.348 -0.211
H 1.113 -1.671 -1.558
N 4.236 -0.885 -1.142
C 4.876 -0.229 -0.131
N 4.639 1.105 -0.114
O 5.526 -0.820 0.726
H 3.826 -0.359 -1.890
H 4.362 -1.869 -1.297
H 3.997 1.583 -0.715
H 4.955 1.613 0.692
*
```

Values from the calculation:
- Energy above the lowest of the compared OMol25 structures with the same formula, charge and spin: 47.6 kcal/mol
- Structure (SMILES): COC[C@H](C)N.COC[C@H](C)N.COC[C@H](C)N.COC[C@H](C)N.COC[C@H](C)N.COC[C@H](C)N.COC[C@H](C)N.NC(N)=O.NC(N)=O
- HOMO level: -0.314 Eh
- Kohn-Sham gap: 8.8 eV